(1)
This record from OMol25 describes a single C6H10 molecule. The level of theory is ωB97M-V with the def2-TZVPD basis set.

relative energy (zero: lowest compared OMol25 entry of this formula, charge and spin): 151.6 kJ/mol
frontier orbital gap: 10.3 eV
E_LUMO: 0.039 Eh
structure (SMILES): CC#CC(C)C
charge: 0

Positions of all 16 atoms, in Å:
C  2.8888  0.3836  -0.4656
C  1.6523  0.1862  0.2891
C  0.5283  -0.0650  0.6474
C  -0.8828  -0.4760  0.5494
C  -1.1221  -0.6843  -0.9675
C  -1.8518  0.5493  1.1426
H  3.2427  1.4168  -0.4167
H  3.6881  -0.2899  -0.1406
H  2.6608  0.1540  -1.5157
H  -1.0172  -1.4322  1.0723
H  -1.5462  0.2226  -1.4141
H  -1.7874  -1.5269  -1.1734
H  -0.1664  -0.8746  -1.4618
H  -1.7046  1.5201  0.6569
H  -2.8900  0.2391  0.9808
H  -1.6924  0.6772  2.2172


(2)
This record from OMol25 describes a 2-piece molecular cluster, C3H8NO3 overall in a non-equilibrium geometry. The level of theory is ωB97M-V with the def2-TZVPD basis set.

relative energy (zero: lowest compared OMol25 entry of this formula, charge and spin): 328.1 kJ/mol
frontier orbital gap: 10.5 eV
E_LUMO: -0.124 Eh
charge: +1

Positions of all 15 atoms, in Å:
C  -1.9896  0.5540  -0.2978
C  -1.0175  0.4394  0.7637
C  0.9815  0.2161  0.0253
N  0.7581  -1.2510  -0.4017
O  -1.6685  -0.6869  0.3432
O  1.9312  0.3605  0.9564
O  1.1193  0.9583  -1.0791
H  -2.9773  0.9391  -0.0762
H  -1.6562  0.6551  -1.3226
H  -1.0479  0.7949  1.7768
H  -0.2837  -1.4367  -0.2454
H  1.3154  -1.9135  0.1441
H  0.9513  -1.3721  -1.4029
H  1.6534  0.2516  1.8737
H  1.9304  1.4912  -1.0576


(3)
This record from OMol25 describes C16H24F5NO6S as an isolated structure in a non-equilibrium geometry. The level of theory is ωB97M-V with the def2-TZVPD basis set.

frontier orbital gap: 10.6 eV
E_LUMO: 0.014 Eh
charge: 0

Positions of all 53 atoms, in Å:
N  -2.6292  -1.9827  0.2181
C  -3.1061  -1.9446  -1.1335
O  -3.2477  -3.2974  -1.6631
S  -2.1173  -3.5540  -2.8119
O  -2.7146  -3.7397  -4.0770
O  -1.3359  -4.6250  -2.3135
O  -1.2849  -2.1521  -2.7032
C  -2.2834  -1.2369  -2.1980
C  -1.8312  0.2201  -1.9651
F  -2.0115  0.6200  -0.6825
F  -2.6386  1.0382  -2.7093
C  -0.3873  0.4544  -2.3726
C  -0.1048  1.1192  -3.5499
C  1.1925  1.3711  -3.9197
C  2.2432  0.9623  -3.1189
C  1.9372  0.2878  -1.9561
C  3.0882  -0.1436  -1.0594
F  3.0102  0.5847  0.0763
F  3.0154  -1.4451  -0.7086
F  4.2834  0.0373  -1.6307
C  0.6466  0.0244  -1.5753
H  -1.9122  -2.6933  0.3161
H  -3.4158  -2.1660  0.8260
H  -4.1200  -1.5294  -1.0966
H  -2.9801  -1.1338  -3.0482
H  -0.9060  1.4724  -4.1933
H  1.4265  1.9185  -4.8291
H  3.2649  1.1818  -3.4072
H  0.4412  -0.5170  -0.6534
C  3.7443  -1.7939  2.3420
C  2.6223  -2.0439  3.3366
C  2.6684  -3.4645  3.8787
O  1.3615  -1.8123  2.7051
H  3.6554  -2.4658  1.4855
H  3.6932  -0.7772  1.9568
H  4.7230  -1.9443  2.8019
H  2.6983  -1.3348  4.1623
H  2.5472  -4.1902  3.0694
H  1.8526  -3.6318  4.5836
H  3.6139  -3.6643  4.3856
H  1.2840  -2.4344  1.9736
C  -1.6750  2.9604  2.1926
C  -1.1163  4.2770  1.6757
C  -2.0471  5.4368  1.9970
O  -0.9208  4.1951  0.2640
H  -2.6371  2.7376  1.7220
H  -1.0022  2.1374  1.9478
H  -1.8152  2.9863  3.2748
H  -0.1369  4.4596  2.1203
H  -3.0211  5.2929  1.5205
H  -1.6382  6.3727  1.6135
H  -2.1983  5.5371  3.0732
H  -1.7786  4.0330  -0.1433


(4)
This record from OMol25 describes a single C3H9N2OP molecule in a non-equilibrium geometry. The level of theory is ωB97M-V with the def2-TZVPD basis set.

relative energy (zero: lowest compared OMol25 entry of this formula, charge and spin): 178.1 kJ/mol
frontier orbital gap: 10.0 eV
E_LUMO: 0.031 Eh
structure (SMILES): C[C@@H](NP)NC=O
charge: 0

Positions of all 16 atoms, in Å:
C  1.8540  -0.0500  0.7053
C  0.5654  -0.2465  0.0914
N  -0.4601  -0.5571  0.9865
P  -1.7575  -1.4835  0.3764
N  0.3101  1.0063  -0.8009
C  -0.5107  0.9454  -1.8374
O  -1.0650  0.0462  -2.3623
H  1.8386  0.8951  1.2117
H  1.8321  -0.8814  1.3881
H  2.5593  -0.1688  -0.0649
H  0.6530  -1.1865  -0.5500
H  -0.6941  -0.0117  1.7227
H  -2.2151  -1.7913  1.6664
H  -2.7582  -0.4714  0.2108
H  0.5290  1.9078  -0.5457
H  -0.6808  2.0473  -2.1982


(5)
This record from OMol25 describes a single C5H14N2 molecule in a non-equilibrium geometry. The level of theory is ωB97M-V with the def2-TZVPD basis set.

relative energy (zero: lowest compared OMol25 entry of this formula, charge and spin): 204.0 kJ/mol
frontier orbital gap: 9.7 eV
E_LUMO: 0.035 Eh
structure (SMILES): CC(C)[C@H](N)CN
charge: 0

Positions of all 21 atoms, in Å:
C  0.2636  -1.7518  0.9561
C  0.3416  -1.0112  -0.4036
C  -1.0360  -1.4430  -1.1387
C  0.5794  0.4764  -0.2373
N  1.9187  0.9652  0.2194
C  -0.5512  1.1730  0.7852
N  -1.0078  2.4354  0.2352
H  0.8957  -1.1305  1.6226
H  0.5868  -2.8055  1.0645
H  -0.7428  -1.8124  1.3841
H  1.1175  -1.2644  -1.0795
H  -1.0468  -0.9627  -2.1357
H  -1.9648  -1.0684  -0.5108
H  -1.1547  -2.5649  -1.2143
H  0.4477  0.8606  -1.2167
H  2.5079  0.7943  -0.6193
H  1.7438  1.9679  0.0496
H  0.1664  1.1078  1.6697
H  -1.4437  0.4628  0.7489
H  -1.0815  2.3912  -0.7563
H  -0.5399  3.1797  0.5770


(6)
This record from OMol25 describes C30H34N7O5S5W as an isolated structure in a non-equilibrium geometry. The level of theory is ωB97M-V with the def2-TZVPD basis set.

relative energy (zero: lowest compared OMol25 entry of this formula, charge and spin): 180.9 kJ/mol
frontier orbital gap (spin up / spin down): 7.1 / 7.1 eV
E_LUMO (spin up / spin down): -0.133 / -0.133 Eh
charge: +1

Positions of all 82 atoms, in Å:
W  1.1571  -0.8133  -0.2659
N  1.5439  3.1525  2.2884
C  1.4707  2.1721  1.3584
S  0.8688  0.6358  1.8566
N  1.8340  2.4851  0.1470
N  1.6385  1.4851  -0.7638
C  1.6475  1.9017  -1.9685
C  1.4913  0.9447  -3.0438
C  1.5618  1.3198  -4.3764
C  1.4967  0.3399  -5.3513
C  1.3707  -0.9809  -4.9541
C  1.2773  -1.2660  -3.6009
N  1.3159  -0.3256  -2.6605
H  1.4879  2.9032  3.2596
H  2.0381  3.9943  2.0398
H  1.7876  2.9576  -2.1719
H  1.6832  2.3643  -4.6299
H  1.5559  0.6006  -6.3996
H  1.3401  -1.7877  -5.6719
H  1.1421  -2.2801  -3.2506
S  0.4392  -2.7157  -0.9963
C  3.0706  -1.4043  -0.7550
N  3.1429  -0.8409  0.4064
C  4.3437  -1.0432  1.0709
C  4.7229  -0.5628  2.3182
C  5.9878  -0.8793  2.7709
C  6.8601  -1.6509  1.9945
C  6.4945  -2.1133  0.7438
C  5.2238  -1.7940  0.2846
S  4.4645  -2.2224  -1.2408
H  4.0387  0.0405  2.8992
H  6.3128  -0.5258  3.7399
H  7.8441  -1.8857  2.3771
H  7.1772  -2.7029  0.1477
C  -4.9644  -1.5747  -1.5459
N  -3.5907  -1.2082  -1.8622
N  -2.6735  -0.9782  -0.8756
C  -1.6440  -0.2758  -1.3927
O  -0.6509  0.0314  -0.6270
C  -1.9218  -0.0407  -2.7448
C  -3.1548  -0.6043  -2.9852
C  -3.9961  -0.5651  -4.2105
C  -2.6828  -1.6322  0.3977
C  -2.5723  -0.8572  1.5366
C  -2.4997  -1.4856  2.7705
C  -2.5502  -2.8682  2.8516
C  -2.6683  -3.6335  1.6984
C  -2.7266  -3.0179  0.4609
H  -5.0084  -1.8825  -0.5056
H  -5.2763  -2.4088  -2.1703
H  -5.6276  -0.7238  -1.6972
H  -1.3233  0.5196  -3.4411
H  -3.4195  -0.1672  -5.0413
H  -4.8641  0.0795  -4.0594
H  -4.3546  -1.5590  -4.4786
H  -2.5182  0.2182  1.4444
H  -2.3932  -0.8901  3.6680
H  -2.4728  -3.3579  3.8124
H  -2.6741  -4.7125  1.7622
H  -2.7698  -3.6015  -0.4506
O  -2.7514  2.3276  -0.6402
S  -1.7170  2.8035  0.3360
C  -1.5156  4.6045  0.0650
C  -1.9032  5.3333  1.3465
C  -3.0504  4.5258  1.9442
C  -2.5595  3.0861  1.9329
H  -2.2152  4.8100  -0.7477
H  -0.4986  4.7960  -0.2743
H  -2.1758  6.3689  1.1438
H  -1.0598  5.3452  2.0419
H  -3.9392  4.6167  1.3160
H  -3.3160  4.8550  2.9487
H  -3.3436  2.3329  2.0000
H  -1.8152  2.9012  2.7117
C  1.9230  -2.2829  3.7824
S  1.3803  -3.0161  2.2673
O  0.3913  -3.9964  2.6056
O  2.5502  -3.4291  1.5353
O  0.6950  -1.8436  1.5437
H  2.6517  -2.9586  4.2254
H  1.0618  -2.1666  4.4355
H  2.3738  -1.3193  3.5639


(7)
This record from OMol25 describes a 4-piece molecular cluster, C5H17NO4 overall in a non-equilibrium geometry. The level of theory is ωB97M-V with the def2-TZVPD basis set.

relative energy (zero: lowest compared OMol25 entry of this formula, charge and spin): 102.5 kJ/mol
<S²>: 0.75
frontier orbital gap (spin up / spin down): 3.0 / 7.6 eV
E_LUMO (spin up / spin down): 0.122 / 0.121 Eh
multiplicity: 2
charge: -1

Positions of all 27 atoms, in Å:
C  1.2823  0.8071  1.6195
O  2.1673  -0.3046  1.6893
C  1.1571  1.4687  0.2393
C  1.4271  0.5724  -0.9707
C  0.6868  -0.7695  -1.0944
C  -1.5282  -1.6527  -1.0732
N  -0.7498  -0.5925  -1.1812
H  0.3261  0.4173  1.9614
H  1.6227  1.5670  2.3529
H  2.9955  -0.1175  1.2549
H  0.1467  1.8578  0.1580
H  1.8134  2.3497  0.2027
H  1.2329  1.1570  -1.8902
H  2.5012  0.3728  -1.0038
H  1.0853  -1.2369  -2.0027
H  0.9670  -1.3590  -0.2183
H  -2.6090  -1.5114  -1.1043
H  -1.2121  -2.6608  -0.8377
H  -1.2090  -1.6213  1.7503
H  0.2480  -1.9728  1.7779
O  -0.6114  -2.3509  1.5605
H  -1.1641  1.2659  -1.8834
H  -1.1881  1.8796  -3.3017
O  -1.2995  2.1043  -2.3866
H  -2.3369  1.4020  1.5344
H  -1.7638  0.5663  0.3745
O  -2.0967  0.5153  1.2977